Record 1
{
  "formula": "C4H7FO",
  "method": "wB97M-V/def2-TZVPD",
  "orbital_gap_ha": 0.40878,
  "smiles": "C[C@H]1OC[C@@H]1F",
  "relative_energy_kcal_mol": 31.3,
  "multiplicity": 1,
  "charge": 0,
  "e_homo_ev": -9.9,
  "lumo_ev": 1.18,
  "symbols": ["C", "C", "C", "C", "H", "H", "H", "H", "H", "H", "H", "O", "F"],
  "positions_angstrom": [[1.291, 0.869, 0.830], [0.364, 0.327, -0.230], [-0.778, -1.295, -0.779], [-1.083, 0.054, 0.015], [1.445, 1.945, 0.654], [0.861, 0.832, 1.851], [2.188, 0.321, 0.761], [0.512, 0.758, -1.200], [-1.014, -1.198, -1.854], [-1.045, -2.220, -0.331], [-1.231, -0.155, 1.099], [0.576, -1.073, -0.383], [-2.084, 0.834, -0.435]],
  "forces_ev_per_angstrom": [[-1.7528, 1.7551, 0.3042], [0.8916, 0.0969, 0.4397], [-0.2122, 1.6960, 1.1688], [-0.6825, -2.4494, 0.6372], [0.3294, -0.3359, -0.0249], [0.2297, -0.4516, -0.5464], [1.2504, -0.4565, 0.1075], [0.1642, 0.8059, -0.6208], [0.3559, -0.1349, 0.2981], [-0.9456, -0.8254, -0.0066], [-0.1086, 0.0951, -0.6847], [0.7972, -0.6382, -0.7100], [-0.3168, 0.8429, -0.3619]]
}

Record 2
{
  "formula": "C3H9MnNO2",
  "method": "wB97M-V/def2-TZVPD",
  "orbital_gap_ha": [0.34457, 0.32460],
  "multiplicity": 6,
  "charge": 0,
  "e_homo_ev": [-9.4, -9.6],
  "lumo_ev": [-0.03, -0.76],
  "s2": 8.760,
  "symbols": ["Mn", "C", "H", "H", "H", "H", "H", "N", "C", "C", "O", "O", "H", "H", "H", "H"],
  "positions_angstrom": [[-0.157, 0.133, 1.352], [-0.161, -0.287, -3.177], [-0.121, -0.300, -2.069], [0.305, -1.163, -3.591], [0.496, 0.508, -3.581], [-1.181, -0.084, -3.538], [-1.708, 0.610, 1.242], [1.405, 1.503, 0.654], [2.663, 0.979, 1.232], [2.512, -0.622, 1.431], [3.484, -1.227, 1.832], [1.358, -1.121, 1.111], [1.637, 1.833, -0.274], [1.038, 2.263, 1.215], [3.559, 1.211, 0.632], [2.846, 1.425, 2.214]],
  "forces_ev_per_angstrom": [[0.3274, -0.8056, -0.6703], [0.4127, 1.1756, 0.1004], [-0.0266, -0.0160, -0.7264], [-0.3734, -0.7480, -0.0077], [-0.4219, 0.0053, 0.5031], [0.4224, -0.4125, 0.1587], [-0.5350, 0.1703, 0.1367], [0.6501, 0.4042, 0.2337], [-0.1430, -1.4282, 0.5404], [1.1187, 0.7171, -0.2502], [-0.3732, 0.2763, -0.1095], [-0.1254, 0.3560, 0.4860], [-0.7145, 0.1318, -0.0735], [0.3593, 0.6145, -0.3555], [-0.5200, -0.2774, 0.0747], [-0.0578, -0.1635, -0.0407]]
}

Please write out number 2 again, unchanged.
{
  "formula": "C3H9MnNO2",
  "method": "wB97M-V/def2-TZVPD",
  "orbital_gap_ha": [0.34457, 0.32460],
  "multiplicity": 6,
  "charge": 0,
  "e_homo_ev": [-9.4, -9.6],
  "lumo_ev": [-0.03, -0.76],
  "s2": 8.760,
  "symbols": ["Mn", "C", "H", "H", "H", "H", "H", "N", "C", "C", "O", "O", "H", "H", "H", "H"],
  "positions_angstrom": [[-0.157, 0.133, 1.352], [-0.161, -0.287, -3.177], [-0.121, -0.300, -2.069], [0.305, -1.163, -3.591], [0.496, 0.508, -3.581], [-1.181, -0.084, -3.538], [-1.708, 0.610, 1.242], [1.405, 1.503, 0.654], [2.663, 0.979, 1.232], [2.512, -0.622, 1.431], [3.484, -1.227, 1.832], [1.358, -1.121, 1.111], [1.637, 1.833, -0.274], [1.038, 2.263, 1.215], [3.559, 1.211, 0.632], [2.846, 1.425, 2.214]],
  "forces_ev_per_angstrom": [[0.3274, -0.8056, -0.6703], [0.4127, 1.1756, 0.1004], [-0.0266, -0.0160, -0.7264], [-0.3734, -0.7480, -0.0077], [-0.4219, 0.0053, 0.5031], [0.4224, -0.4125, 0.1587], [-0.5350, 0.1703, 0.1367], [0.6501, 0.4042, 0.2337], [-0.1430, -1.4282, 0.5404], [1.1187, 0.7171, -0.2502], [-0.3732, 0.2763, -0.1095], [-0.1254, 0.3560, 0.4860], [-0.7145, 0.1318, -0.0735], [0.3593, 0.6145, -0.3555], [-0.5200, -0.2774, 0.0747], [-0.0578, -0.1635, -0.0407]]
}